[1]
Formula: C26H29Br2N6PtSSi
Source: OMol25
Level of theory: the ωB97M-V functional and the def2-TZVPD basis

Last column: natural (NBO) charge in e.
Positions of all 66 atoms, in Å:
C -2.9507 -1.6067 -2.4904  0.0901
C 2.2088 -0.7267 -1.7963  0.0693
H 2.1162 4.8014 0.0900  0.2235
H -3.6737 -1.1278 2.0074  0.2359
C 0.5091 -3.4937 2.4297  -0.2930
H -0.3087 -0.5665 3.9450  0.2219
C 2.8870 -1.5593 -3.9098  -0.0475
H -0.0258 -3.6023 -0.9422  0.2145
Br -3.5107 -3.1815 -6.2443  0.1511
H 3.3448 2.0113 3.9793  0.2258
C 2.4336 4.1498 0.8935  -0.3005
C -3.2812 1.9175 0.7740  -1.1360
N -0.9569 0.2108 1.3552  -1.1955
H 0.1700 1.7337 0.6787  0.4674
N -0.3144 -1.9194 0.8725  -0.5525
H -4.4354 0.0437 3.0891  0.2493
C -3.4763 -0.3722 2.7733  -1.1415
N -1.6323 -1.4291 -2.4055  -0.4660
H 3.8644 5.5529 1.6374  0.2258
Br 4.2117 -1.9620 -5.1660  0.1466
C 0.1727 -3.1344 1.1334  0.2502
N 0.9324 -0.9772 -2.0705  -0.4801
H 2.5131 3.4361 -1.3658  0.4164
H -2.7049 2.5930 3.9238  0.2481
C 3.3979 4.5892 1.7928  -0.1683
C 0.3092 -4.0811 -0.0233  -0.6449
H -3.0379 -0.8813 3.6334  0.2440
C 0.7045 2.5000 -1.0881  0.3513
H -1.2578 1.6343 4.2121  0.2332
C 1.5565 -1.8243 -4.2014  -0.2612
C -0.4921 -1.0021 1.8436  0.3856
H -2.7838 2.8561 0.5216  0.2477
H -4.2913 2.1580 1.1149  0.2474
H -1.2295 2.9480 3.0283  0.2380
H 1.5608 3.1410 -2.7926  0.4264
H 0.9008 -4.4801 2.6356  0.2276
C -1.3847 -2.2851 -4.6108  -0.2417
C 3.7429 3.8203 2.8922  -0.2140
S -0.6879 1.9038 -1.9022  -0.2399
H -3.5259 -1.3263 -1.6177  0.2255
H 4.4953 4.1697 3.5858  0.2284
C 0.6021 -1.5153 -3.2473  0.2669
H 0.5897 -2.8229 4.4648  0.2261
C -2.7574 -2.4693 -4.6904  -0.0387
H 2.4139 -0.3023 -0.8205  0.2225
C 1.8301 2.9148 1.0958  0.2013
Si -2.3755 0.9663 2.0909  1.8241
C -0.8576 -1.7566 -3.4461  0.1594
N 0.8278 2.3897 0.2386  -0.6385
H 4.2572 -0.7934 -2.4316  0.2509
C -1.8390 2.1374 3.4358  -1.1419
C -3.5613 -2.1265 -3.6161  -0.2606
H -0.7569 -2.5515 -5.4468  0.2422
H 1.2918 -2.2629 -5.1511  0.2421
C 3.2291 -1.0015 -2.6893  -0.2563
C 2.1503 2.1489 2.2146  -0.2477
C 3.1025 2.6064 3.1087  -0.1818
H 1.3451 -4.4010 -0.1462  0.2315
N 1.6739 3.0834 -1.7958  -0.7786
H -0.2907 -4.9773 0.1389  0.2380
H -3.3652 1.3378 -0.1483  0.2326
H 1.6436 1.2030 2.3703  0.2263
C -0.1715 -1.3057 3.1673  -0.2811
Pt -0.7490 -0.3091 -0.7131  1.0325
C 0.3297 -2.5637 3.4460  -0.1349
H -4.6325 -2.2603 -3.6447  0.2550

Summary:
gap between HOMO and LUMO (alpha / beta) = 6.1 / 7.2 eV
LUMO (alpha / beta) = -3.41 / -3.39 eV
2S+1 = 3
net charge = +1

---

[2]
Formula: C26H29ClFN3O3
Source: OMol25
Level of theory: the ωB97M-V functional and the def2-TZVPD basis

Last column: natural (NBO) charge in e.
Positions of all 63 atoms, in Å:
H 8.1475 2.3317 0.3425  0.2258
C -6.6769 -0.5586 -0.0120  -0.4112
H 8.0165 1.2163 1.7151  0.2273
O -3.2066 0.3942 1.5418  -0.6484
F 2.2792 -0.0220 2.1780  -0.3310
H -2.9802 -0.2124 -2.0370  0.2076
N 3.3085 -0.3228 -0.3425  -0.3022
H -2.8029 2.1093 -1.1677  0.1988
H 7.3384 2.8513 1.8178  0.2257
N 0.2077 0.8761 -1.7075  -0.4325
C 1.3177 -0.8665 1.7463  0.4760
H -8.6374 -0.4820 -0.9813  0.2157
H -4.9069 1.3298 -0.9312  0.3884
H 3.7293 -2.0664 0.6609  0.2228
H -1.3323 2.6119 0.7512  0.2148
H -1.2920 1.2872 -3.0825  0.1825
C 4.3502 1.6491 -0.4524  0.2494
H 2.7888 2.6483 -1.6847  0.2300
H 0.9073 2.2172 -0.2832  0.2378
H -0.2645 2.8773 -1.4457  0.1821
C 2.5178 0.5564 -1.0514  0.0209
H -0.0763 -0.1347 3.1842  0.2376
C 5.6411 0.2527 0.7556  -0.3361
C -2.0971 0.0900 -1.4706  -0.3926
H -0.8430 0.9184 0.8365  0.2315
O 5.4511 2.3493 -0.0984  -0.4219
Cl 0.8620 -3.7498 -0.9464  0.0332
H -6.9987 1.9746 1.9840  0.2200
H -1.8799 -1.6514 2.4102  0.2410
H -7.0793 -1.2782 0.7007  0.2088
C 3.1465 1.7923 -1.1490  -0.3084
C 7.5090 1.9994 1.1604  -0.6518
C -5.9024 0.5370 0.7432  -0.0678
H -1.4160 -3.2669 0.5902  0.2298
H -5.5094 0.1699 1.6936  0.2414
H -0.6943 -0.3945 -3.0492  0.2534
C 0.5928 -2.6040 0.3095  0.0053
C 6.2176 1.4865 0.6333  0.3135
C 2.9484 -1.6755 0.0016  -0.2236
C -0.9054 -1.6938 1.9525  -0.1548
C -0.6524 -2.5821 0.9239  -0.2649
C -1.1405 1.7174 0.1566  -0.4022
H 6.0485 -0.5854 1.2827  0.2281
C 1.3008 0.0712 -1.7251  0.6595
H -8.8238 0.7122 1.1299  0.1988
C -2.4170 1.2824 -0.5605  -0.3148
O 1.2964 -0.9972 -2.3224  -0.6433
C 4.4196 0.3457 0.0468  0.0664
H -6.0327 -1.0930 -0.7091  0.2156
C -3.4764 0.8455 0.4480  0.7038
H 2.9051 -2.2837 -0.9071  0.2530
H -8.8288 2.0188 -0.0584  0.2122
N -4.7412 0.9700 -0.0044  -0.6116
C 0.0899 -0.8314 2.3787  -0.3171
C -0.9725 0.4627 -2.4334  -0.2266
H -6.5521 2.5698 0.3898  0.2039
C -0.0079 2.0030 -0.8332  -0.2195
H -7.4648 0.6884 -1.5962  0.1880
C -8.2354 1.2050 0.3552  -0.4028
C 1.6085 -1.7299 0.6933  -0.1724
H -1.7773 -0.7519 -0.8532  0.2225
C -7.8220 0.1811 -0.6979  -0.4029
C -6.9059 1.6944 0.9369  -0.4126

Summary:
gap between HOMO and LUMO = 8.0 eV
LUMO = 0.59 eV
structure (SMILES) = Cc1cc2c(cc(C(=O)N3CCC(C(=O)NC4CCCC4)CC3)n2Cc2c(F)cccc2Cl)o1

---

[3]
Formula: C26H29ClGaOPSi
Source: OMol25
Level of theory: the ωB97M-V functional and the def2-TZVPD basis

Last column: natural (NBO) charge in e.
Positions of all 60 atoms, in Å:
C 0.7933 4.6415 -3.2670  -0.2011
H 4.5549 -1.5834 -2.0185  0.2202
H 2.2015 -0.7617 5.4450  0.2415
C 1.9255 -2.2889 -4.1029  -0.2125
C -1.3196 -1.9913 2.3054  -0.2523
H -1.8391 -3.0732 0.4747  0.2163
H -0.9280 2.1897 6.2165  0.2410
H 1.7918 0.4740 6.6600  0.2351
C 1.2877 -0.6778 -2.4196  -0.3435
C -2.5066 0.8751 -2.6486  -0.2218
H 0.7291 -2.8068 -0.2041  0.2210
C 1.0980 3.5344 -4.0696  -0.2007
C -3.7705 0.4781 -3.0758  -0.2099
C -0.8280 1.8860 5.1618  -1.1538
P 0.0625 0.4191 -1.6540  0.8847
C 0.9098 2.2456 -3.5678  -0.2219
Si -0.0600 0.2128 5.0688  1.9158
C 0.1405 3.1948 -1.4446  -0.2098
H 3.9700 -2.9720 -4.0072  0.2161
H -0.6345 -2.1401 5.6779  0.2434
C 0.2619 -2.3871 0.6824  -0.2268
C 3.5446 -1.5504 -2.4359  -0.1976
H -1.2341 -2.1942 -1.7916  0.2258
H -4.4717 1.2238 -3.4501  0.2178
H -5.1161 -1.1881 -3.3588  0.2150
H -1.0691 -0.9756 6.9519  0.2419
C 0.3227 4.4792 -1.9570  -0.2125
C -1.0536 -1.1416 5.8642  -1.1543
H -3.5104 -2.8965 -2.4878  0.2165
H -2.2137 1.9273 -2.6691  0.2236
C 3.2177 -2.3284 -3.5564  -0.2073
H 0.3123 -2.2235 3.6991  0.2043
C -1.5779 -0.0939 -2.2327  -0.2585
C 0.9611 -1.4630 -3.5340  -0.2118
H -2.0935 -1.1330 5.5098  0.2454
C 1.7293 0.2185 5.5903  -1.1517
C 0.3910 2.0836 -2.2765  -0.2744
C 0.9413 -1.5756 1.6561  -0.6557
O -0.0511 -0.1668 3.4090  -0.9382
H 0.0923 5.3493 -1.3374  0.2207
C -1.9531 -1.4508 -2.1431  -0.2368
H -0.2061 2.6306 4.6423  0.2552
C -0.0153 -1.5472 2.8917  0.0468
H -2.2349 -1.9647 2.8841  0.2147
H -0.1901 3.0353 -0.4153  0.2333
C -1.0828 -2.5567 1.0634  -0.2370
C 2.5834 -0.7310 -1.8589  -0.2057
H 1.1482 1.3691 -4.1686  0.2243
Ga 0.6063 0.4304 1.3390  0.9252
Cl 2.4080 1.6008 1.6128  -0.6093
H 1.4783 3.6618 -5.0847  0.2167
H 2.8156 -0.1163 -0.9805  0.2369
H 0.9359 5.6487 -3.6684  0.2166
H 2.2933 0.9614 5.0165  0.2577
H -1.8294 1.8916 4.7036  0.2506
H 1.6674 -2.8935 -4.9746  0.2173
H 2.0114 -1.6539 1.8635  0.2524
C -4.1247 -0.8797 -3.0270  -0.2128
H -0.0457 -1.4152 -3.9589  0.2264
C -3.2271 -1.8404 -2.5430  -0.2025

Summary:
gap between HOMO and LUMO (alpha / beta) = 6.3 / 6.3 eV
LUMO (alpha / beta) = 0.07 / 0.30 eV
energy above the lowest of the compared OMol25 structures with the same formula, charge and spin = 0.0 kJ/mol

---

[4]
Formula: C26H29N2O2
Source: OMol25
Level of theory: the ωB97M-V functional and the def2-TZVPD basis

Last column: natural (NBO) charge in e.
Positions of all 59 atoms, in Å:
H -0.4733 3.8192 5.0908  0.1531
C 5.3931 -2.4032 3.3681  -0.2124
C -3.3857 4.6599 4.7827  -0.1286
O -2.8252 3.7062 2.6265  -0.6905
H 5.9988 -2.9786 4.0689  0.2284
H 1.7930 1.7185 2.1524  0.2541
C -4.5401 -3.1188 1.8494  -0.2255
C -4.8721 6.6265 3.1472  -0.4101
N -3.8979 5.6981 2.5836  -0.4308
C -2.4176 -0.0442 2.4068  0.1197
C 4.5898 -3.0684 2.4369  -0.1873
H -2.7151 6.7780 4.7769  0.2217
C -2.8052 5.9269 5.4577  -0.4071
C 1.1185 0.9117 1.8680  -0.2752
H -1.0744 3.4185 6.7041  0.1864
H -6.8295 -0.9633 3.1653  0.2419
C 4.6748 -0.2611 2.5033  -0.2504
N -2.5478 3.6062 5.2151  -0.6374
C -3.3827 -2.3552 1.9993  -0.1207
C 5.4287 -1.0070 3.4095  -0.1864
H -4.4710 -4.1163 1.4112  0.2406
C 1.6212 -0.1743 1.1397  0.4196
H 3.1071 -2.8296 0.8484  0.2172
H -4.4414 4.5128 5.0647  0.1994
H 4.6703 0.8298 2.5023  0.2316
H -5.7969 6.5863 2.5563  0.2050
C -3.4724 -0.9882 2.4021  -0.1059
H -5.1041 6.3741 4.1881  0.2149
H -3.0639 4.9896 0.8112  0.2431
H -4.4926 7.6573 3.1114  0.2054
C -1.0969 -0.1467 1.9057  -0.1910
C -5.8751 -1.3370 2.7968  -0.2322
H -3.4945 6.1937 6.2667  0.2196
H -6.6815 -3.2564 2.1859  0.2419
C -5.7886 -2.6329 2.2637  -0.0933
H 6.0420 -0.4761 4.1417  0.2289
C -3.7470 5.7695 1.1450  -0.4192
H -4.7228 5.6412 0.6630  0.1919
H -0.6006 1.7548 2.8165  0.2477
C -0.2020 0.9133 2.2481  -0.0605
C 3.8361 -0.9457 1.6112  0.2748
C -0.5767 -1.1616 1.0489  -0.1092
C -3.3490 4.6403 3.2390  0.6804
H -3.3564 6.7514 0.8570  0.2011
H -0.6163 6.0814 5.6962  0.2175
H -2.6926 2.6521 4.9256  0.3812
C -1.3133 3.9922 5.7938  -0.1980
O 2.9764 -0.1757 0.8115  -0.5051
C 0.7788 -1.2251 0.7544  -0.2206
H -2.4043 -2.8054 1.8216  0.2244
H -4.8122 0.4942 3.2414  0.2297
C 3.7859 -2.3421 1.5517  -0.2652
H -1.2430 -1.8975 0.6020  0.2268
H -2.6709 0.9286 2.8239  0.2424
H 4.5608 -4.1594 2.3900  0.2266
H 1.2034 -2.0776 0.2277  0.2389
C -1.4629 5.5082 6.0920  -0.4112
H -1.5043 5.6503 7.1790  0.2174
C -4.7509 -0.5248 2.8528  -0.0994

Summary:
gap between HOMO and LUMO = 4.8 eV
LUMO = -5.51 eV
energy above the lowest of the compared OMol25 structures with the same formula, charge and spin = 299.4 kJ/mol
net charge = +1

---

Which formula does entry 1 have?
C26H29Br2N6PtSSi